Entry 1:
C27H54Cl38NO3PS | ωB97M-V with the def2-TZVPD basis set

Each line ends with the Mulliken charge.
Cartesian coordinates (Å):
C (-3.314, -1.051, 3.447)  -1.2179
C (-3.489, -0.993, 1.917)  -0.1429
C (-2.355, -0.216, 1.251)  0.7390
C (-2.631, 0.112, -0.209)  -1.6340
C (-0.983, -0.904, 1.458)  -1.4457
N (-0.979, -2.312, 1.794)  -0.1941
C (-0.573, -2.996, 0.601)  -0.0779
O (-1.055, -4.016, 0.147)  -0.6033
C (0.572, -2.159, -0.009)  0.3164
C (0.036, -0.757, 0.256)  0.9542
P (1.399, 0.320, 0.809)  -0.0729
O (0.756, 1.766, 1.067)  -0.1444
O (2.399, 0.613, -0.392)  -0.5179
S (2.320, -0.350, 2.374)  -0.1072
H (-4.254, -1.048, 3.981)  0.3366
H (-2.767, -1.948, 3.709)  0.2438
H (-2.682, -0.211, 3.721)  0.2858
H (-3.581, -1.989, 1.501)  0.3471
H (-4.397, -0.422, 1.736)  0.1744
H (-2.311, 0.727, 1.790)  -0.0165
H (-3.650, 0.459, -0.313)  0.3906
H (-2.496, -0.731, -0.881)  0.3034
H (-2.021, 0.964, -0.486)  0.0649
H (-0.522, -0.347, 2.267)  0.8451
H (-0.332, -2.483, 2.553)  0.4272
H (1.418, -2.470, 0.597)  -0.3280
H (0.660, -2.477, -1.046)  0.0603
H (-0.332, -0.323, -0.666)  0.4108
H (0.380, 1.784, 1.955)  0.1379
H (2.342, -0.058, -1.082)  0.1982
C (-5.562, 2.502, 1.795)  0.1093
Cl (-5.201, 2.523, 0.068)  -0.2111
Cl (-4.117, 2.877, 2.745)  -0.0739
H (-6.318, 3.248, 2.005)  0.5253
H (-5.918, 1.518, 2.069)  -0.4520
C (1.292, 4.709, 3.030)  0.2482
Cl (1.581, 6.380, 3.529)  -0.1876
Cl (-0.416, 4.270, 3.189)  -0.0732
H (1.573, 4.607, 1.988)  0.1501
H (1.891, 4.055, 3.655)  -0.1485
C (0.610, -2.300, -4.146)  -0.1486
Cl (1.703, -1.471, -3.020)  -0.1568
Cl (0.032, -1.217, -5.412)  -0.1402
H (1.148, -3.118, -4.602)  0.2005
H (-0.244, -2.668, -3.586)  0.2728
C (1.591, -2.795, -8.331)  -0.2700
Cl (1.330, -4.023, -7.082)  -0.1638
Cl (2.770, -3.323, -9.533)  -0.0858
H (0.647, -2.605, -8.826)  0.3021
H (1.954, -1.893, -7.854)  0.2369
C (-0.634, 3.995, -0.778)  1.2825
Cl (-0.292, 5.640, -0.228)  -0.1729
Cl (-2.354, 3.618, -0.655)  -0.0389
H (-0.329, 3.904, -1.810)  -0.2562
H (-0.083, 3.295, -0.157)  -0.6600
C (-2.788, 8.486, 1.171)  -0.0621
Cl (-3.895, 7.158, 1.517)  -0.0981
Cl (-3.521, 9.700, 0.109)  -0.1834
H (-2.517, 8.964, 2.104)  0.2713
H (-1.910, 8.084, 0.680)  0.0718
C (5.316, -3.191, 2.628)  0.0274
Cl (3.858, -3.368, 1.640)  -0.1794
Cl (4.957, -2.442, 4.191)  -0.0731
H (5.746, -4.169, 2.815)  -0.1228
H (6.021, -2.564, 2.095)  0.3269
C (-7.494, -1.400, 1.879)  -0.4882
Cl (-6.712, -0.673, 3.290)  -0.0481
Cl (-7.762, -0.207, 0.601)  -0.1511
H (-6.856, -2.184, 1.494)  0.2756
H (-8.451, -1.808, 2.180)  0.4459
C (-6.897, 1.966, 6.055)  -0.4044
Cl (-5.263, 1.294, 6.090)  -0.1055
Cl (-7.369, 2.458, 4.424)  -0.0880
H (-7.591, 1.208, 6.398)  0.2948
H (-6.933, 2.833, 6.702)  0.3432
C (7.176, -5.493, 5.727)  0.2335
Cl (7.224, -5.604, 3.961)  -0.1934
Cl (8.693, -4.869, 6.384)  -0.1683
H (6.374, -4.824, 6.009)  -0.1388
H (7.003, -6.483, 6.131)  0.2677
C (3.734, 1.519, 5.610)  0.0386
Cl (4.378, 2.303, 7.058)  -0.1770
Cl (3.764, 2.601, 4.208)  -0.1323
H (4.338, 0.650, 5.384)  0.0605
H (2.708, 1.228, 5.796)  0.2094
C (2.484, 2.085, -2.959)  -0.2059
Cl (2.835, 3.729, -2.411)  -0.1417
Cl (0.758, 1.723, -2.856)  -0.0835
H (2.796, 1.985, -3.992)  0.4312
H (3.021, 1.387, -2.329)  0.1152
C (4.959, -3.493, -12.976)  -0.2095
Cl (4.722, -4.742, -11.750)  -0.1618
Cl (6.142, -3.982, -14.197)  -0.1727
H (4.012, -3.308, -13.469)  0.2496
H (5.316, -2.593, -12.491)  0.2984
C (11.092, -6.446, 8.985)  0.0405
Cl (10.726, -7.568, 10.302)  -0.1566
Cl (12.457, -7.001, 8.009)  -0.1519
H (10.221, -6.364, 8.347)  -0.0006
H (11.339, -5.481, 9.410)  0.2682
C (-9.268, -2.985, -1.328)  -0.2585
Cl (-8.559, -4.086, -0.137)  -0.1479
Cl (-10.534, -1.975, -0.626)  -0.1353
H (-8.487, -2.340, -1.711)  0.2365
H (-9.700, -3.577, -2.125)  0.3192
C (2.991, -3.723, 7.052)  -0.1992
Cl (4.083, -2.392, 7.443)  -0.1419
Cl (3.750, -5.305, 7.287)  -0.1521
H (2.126, -3.661, 7.700)  0.3413
H (2.696, -3.632, 6.013)  0.1531
C (-1.062, 4.094, -5.905)  -0.2817
Cl (-0.475, 4.011, -7.571)  -0.1691
Cl (0.248, 4.388, -4.757)  -0.0837
H (-1.776, 4.905, -5.829)  0.3242
H (-1.532, 3.150, -5.657)  0.2128
C (4.353, -5.183, -17.085)  -0.0772
Cl (4.361, -5.155, -18.852)  -0.1622
Cl (2.755, -4.794, -16.431)  -0.1590
H (4.632, -6.175, -16.751)  0.2861
H (5.061, -4.451, -16.722)  0.1054
C (-5.548, 11.903, 2.697)  -0.1672
Cl (-5.251, 10.827, 4.068)  -0.1526
Cl (-6.770, 13.126, 3.069)  -0.1636
H (-4.622, 12.405, 2.446)  0.2533
H (-5.894, 11.308, 1.862)  0.2272

Calculated values
**Molecular weight**: 1850.988 g mol⁻¹
**LUMO level**: 0.02 eV



Entry 2:
C4H7N2O5 | ωB97M-V with the def2-TZVPD basis set

Each line ends with the Mulliken charge.
Cartesian coordinates (Å):
C (2.308, 1.331, 0.795)  0.6542
C (0.578, 0.373, -0.646)  -0.0981
C (1.904, -1.642, -0.777)  0.1355
C (-3.386, -0.247, -0.291)  -0.0544
N (1.570, 1.297, -0.141)  -0.3665
N (1.055, -0.839, -1.166)  -0.4024
O (-1.414, 1.464, 1.368)  -0.7222
O (3.024, 1.729, 1.620)  -0.4913
O (2.738, -1.460, 0.352)  -0.5123
O (-3.355, -0.509, 0.929)  -0.7471
O (-3.262, 0.814, -0.834)  -0.6072
H (-0.219, 0.289, 0.060)  0.2762
H (0.192, 0.984, -1.512)  0.1471
H (2.214, -2.555, -1.225)  0.3084
H (-3.523, -1.087, -0.915)  0.4391
H (3.179, -2.311, 0.500)  0.3337
H (-2.019, 0.613, 1.358)  0.4064
H (-1.584, 1.754, 0.525)  0.3009

Calculated values
**ΔE to the lowest compared entry with this formula, charge and spin**: 0.0 kcal per mole
**Molecular weight**: 163.109 g mol⁻¹
**Charge**: -1
**LUMO level**: 2.63 eV



Entry 3:
C5H9NO2 | ωB97M-V with the def2-TZVPD basis set

Each line ends with the Mulliken charge.
Cartesian coordinates (Å):
C (-0.327, -0.298, 1.824)  -1.2247
C (-0.594, 0.316, 0.406)  0.2360
O (-1.855, -0.244, -0.118)  -0.3370
C (-1.812, -0.590, -1.471)  0.0622
N (-0.960, -0.360, -2.347)  -0.4030
O (0.177, 0.322, -1.781)  -0.2337
C (0.563, -0.044, -0.505)  0.3865
C (1.910, 0.566, -0.232)  -1.3545
H (-1.121, 0.028, 2.435)  0.3632
H (0.572, -0.026, 2.462)  0.3272
H (-0.376, -1.458, 1.648)  0.2681
H (-0.787, 1.461, 0.432)  0.2463
H (-2.763, -0.967, -1.927)  0.3658
H (0.609, -1.147, -0.448)  0.3072
H (2.220, 0.538, 0.827)  0.3430
H (1.799, 1.704, -0.332)  0.3314
H (2.746, 0.197, -0.872)  0.3162

Calculated values
**SMILES**: C[C@@H]1OC=NO[C@H]1C
**ΔE to the lowest compared entry with this formula, charge and spin**: 77.9 kcal per mole
**Molecular weight**: 115.132 g mol⁻¹
**LUMO level**: 0.96 eV



Entry 4:
C11H10CeN2O4 | ωB97M-V with the def2-TZVPD basis set

Each line ends with the Mulliken spin population.
Cartesian coordinates (Å):
Ce (-0.413, -0.107, 0.001)  1.0024
O (0.534, -3.589, -0.722)  0.0012
C (0.331, -2.480, -0.506)  -0.0016
C (-0.614, 2.424, 0.459)  -0.0021
O (-0.924, 3.509, 0.704)  0.0011
C (-0.504, 0.451, -2.475)  -0.0014
O (-0.790, 0.626, -3.580)  0.0023
C (0.476, -0.375, 2.432)  0.0023
O (0.726, -0.569, 3.547)  0.0006
C (2.684, -0.031, -0.573)  0.0007
H (2.896, -0.761, 0.233)  -0.0004
H (2.515, -0.451, -1.584)  -0.0003
C (2.422, 1.274, -0.296)  -0.0014
H (2.017, 1.954, -1.072)  -0.0005
H (2.388, 1.645, 0.748)  -0.0002
N (-2.703, 0.962, 2.448)  0.0000
C (-3.325, 0.360, 1.407)  -0.0006
C (-4.722, 0.250, 1.379)  0.0006
C (-5.323, -0.363, 0.286)  -0.0009
C (-4.542, -0.848, -0.778)  0.0019
C (-3.167, -0.711, -0.725)  0.0002
N (-2.560, -0.092, 0.360)  -0.0031
H (-1.695, 0.909, 2.566)  0.0005
H (-3.235, 1.262, 3.247)  -0.0001
H (-5.301, 0.640, 2.225)  -0.0001
H (-6.398, -0.484, 0.221)  0.0000
H (-4.971, -1.340, -1.660)  0.0000
H (-2.455, -1.055, -1.496)  -0.0013

Calculated values
**Molecular weight**: 374.327 g mol⁻¹
**Spin multiplicity**: 2
**Charge**: +3
**LUMO level (spin up / spin down)**: -13.48 / -13.43 eV